Record 1
Density functional theory data (wB97M-V/def2-TZVPD) for a molecular structure, C26H37BaN10O4S.

Each line ends with the Löwdin charge.
Positions of all 79 atoms, in Å:
1 Ba -1.422 2.693 -0.950  2.095
2 C 5.210 -6.053 -0.269  -0.076
3 O 4.729 -4.908 -0.960  -0.082
4 C 5.087 -3.691 -0.467  -0.284
5 C 4.675 -2.587 -1.218  0.009
6 C 4.973 -1.310 -0.792  -0.037
7 C 5.694 -1.119 0.381  -0.283
8 C 6.149 -2.204 1.088  -0.029
9 C 5.829 -3.506 0.690  -0.010
10 N 6.164 0.200 0.850  0.085
11 N 5.390 1.164 0.895  0.068
12 C 3.947 1.015 0.656  -0.235
13 C 3.143 0.084 1.225  -0.020
14 C 1.738 0.112 1.034  0.006
15 C 1.132 1.066 0.257  -0.379
16 O -0.174 1.122 0.017  -0.540
17 C 1.978 2.073 -0.326  -0.156
18 N 1.366 3.043 -1.100  -0.015
19 C 2.121 3.979 -1.624  -0.149
20 C 3.515 4.059 -1.440  -0.047
21 C 4.130 3.106 -0.689  0.013
22 C 3.364 2.061 -0.107  -0.103
23 H 4.861 -6.916 -0.827  0.092
24 H 4.813 -6.095 0.748  0.094
25 H 6.301 -6.056 -0.236  0.097
26 H 4.129 -2.758 -2.137  0.121
27 H 4.658 -0.459 -1.384  0.119
28 H 6.757 -2.039 1.970  0.117
29 H 6.180 -4.341 1.274  0.102
30 H 3.575 -0.695 1.840  0.122
31 H 1.116 -0.648 1.493  0.105
32 H 1.610 4.724 -2.229  0.094
33 H 4.073 4.871 -1.887  0.107
34 H 5.198 3.133 -0.514  0.115
35 N -0.057 5.377 -4.676  0.069
36 N -1.418 5.207 -4.960  -0.003
37 C -2.312 5.038 -3.990  -0.368
38 N -3.593 4.928 -4.314  0.222
39 N -1.812 5.123 -2.714  0.143
40 N -2.586 4.664 -1.723  -0.674
41 O -3.460 3.783 -1.889  -0.166
42 O -2.199 4.923 -0.581  -0.155
43 H 0.159 6.368 -4.641  0.107
44 H 0.484 4.929 -5.403  0.104
45 H -1.751 5.350 -5.903  0.164
46 H -3.880 4.884 -5.278  0.135
47 H -4.256 4.630 -3.618  0.114
48 C -3.033 -5.135 -0.036  -0.109
49 C -3.951 -3.924 0.099  -0.263
50 C -3.659 -2.816 -0.908  -0.207
51 C -2.297 -2.162 -0.731  -0.211
52 N -2.064 -1.615 0.605  0.020
53 C -2.512 -0.439 1.063  -0.797
54 S -3.430 0.622 0.108  0.568
55 N -2.198 -0.164 2.339  0.014
56 C -2.504 1.080 3.044  -0.204
57 C -3.929 1.199 3.561  -0.212
58 C -4.288 0.283 4.728  -0.254
59 C -4.425 -1.198 4.377  -0.110
60 H -3.318 -5.936 0.647  0.073
61 H -1.987 -4.894 0.181  0.063
62 H -3.064 -5.541 -1.050  0.078
63 H -3.881 -3.517 1.114  0.097
64 H -4.990 -4.239 -0.017  0.108
65 H -4.430 -2.046 -0.858  0.089
66 H -3.684 -3.227 -1.925  0.118
67 H -2.153 -1.359 -1.451  0.095
68 H -1.498 -2.887 -0.890  0.119
69 H -1.543 -2.191 1.246  0.143
70 H -1.570 -0.799 2.803  0.138
71 H -2.263 1.910 2.382  0.086
72 H -1.801 1.126 3.878  0.130
73 H -4.617 1.034 2.729  0.087
74 H -4.059 2.240 3.871  0.116
75 H -5.237 0.629 5.143  0.106
76 H -3.550 0.408 5.528  0.108
77 H -5.059 -1.335 3.496  0.076
78 H -4.874 -1.757 5.199  0.072
79 H -3.465 -1.671 4.158  0.055

Calculated values
- E_tot (hartree) = -2284.8454
- total charge = +1



Record 2
Density functional theory data (wB97M-V/def2-TZVPD) for 11 unconnected molecules or ions with the total composition C26H37Cl21F3NO6.

Each line ends with the Löwdin charge.
Positions of all 94 atoms, in Å:
1 C -5.208 0.315 -4.162  -0.148
2 C -4.562 1.468 -3.430  -0.303
3 O -3.330 1.848 -4.021  -0.130
4 C -2.252 1.111 -3.506  -0.201
5 C -1.681 1.879 -2.322  -0.176
6 O -0.717 1.111 -1.633  -0.119
7 C -0.445 1.655 -0.356  -0.112
8 C 1.015 1.548 -0.047  0.007
9 C 1.854 2.570 0.006  -0.077
10 N 1.565 3.960 -0.237  0.156
11 C 1.170 4.315 -1.536  -0.472
12 O 0.684 5.357 -1.879  0.188
13 F 1.488 3.365 -2.400  0.178
14 C 0.816 4.539 0.819  -0.429
15 O 1.231 4.573 1.961  0.167
16 F -0.376 4.993 0.497  0.185
17 C 3.281 2.293 0.323  -0.231
18 O 4.200 2.926 -0.153  0.156
19 C 3.479 1.152 1.248  -0.174
20 F 4.489 1.225 2.092  0.097
21 C 2.680 0.108 1.218  -0.082
22 C 2.839 -1.079 2.118  -0.575
23 Cl 1.265 -1.936 2.288  0.705
24 C 3.947 -2.033 1.719  -0.281
25 C 4.002 -3.208 2.690  -0.164
26 C 1.586 0.181 0.211  -0.281
27 O 1.181 -0.772 -0.403  0.114
28 H -5.107 0.423 -5.232  0.078
29 H -6.262 0.290 -3.926  -0.012
30 H -4.774 -0.636 -3.888  0.054
31 H -5.244 2.302 -3.400  0.064
32 H -4.359 1.146 -2.414  0.072
33 H -1.502 1.041 -4.282  0.134
34 H -2.562 0.136 -3.163  0.076
35 H -1.272 2.815 -2.694  0.129
36 H -2.518 2.111 -1.665  0.127
37 H -0.976 1.080 0.399  0.152
38 H -0.801 2.676 -0.334  0.118
39 H 3.043 -0.681 3.099  0.113
40 H 4.894 -1.513 1.758  0.067
41 H 3.808 -2.398 0.712  0.097
42 H 3.767 -2.870 3.686  0.057
43 H 5.020 -3.568 2.726  0.036
44 H 3.360 -4.011 2.389  0.017
45 C 5.526 -5.307 -0.734  -1.003
46 Cl 4.672 -6.064 0.612  0.533
47 Cl 6.292 -3.804 -0.215  0.535
48 H 6.290 -5.982 -1.098  0.025
49 H 4.813 -5.086 -1.519  0.026
50 C 4.186 4.182 3.288  -1.048
51 Cl 3.423 3.326 4.635  0.523
52 Cl 4.823 5.754 3.781  0.531
53 H 5.004 3.580 2.913  0.011
54 H 3.440 4.340 2.517  -0.016
55 C 7.145 0.172 3.646  -1.037
56 Cl 7.037 -1.593 3.707  0.554
57 Cl 8.007 0.832 5.041  0.520
58 H 7.675 0.454 2.744  -0.006
59 H 6.142 0.578 3.638  0.000
60 C -6.498 0.294 -0.068  -0.981
61 Cl -6.995 1.773 -0.907  0.539
62 Cl -5.963 -0.962 -1.198  0.596
63 H -5.681 0.527 0.603  0.031
64 H -7.344 -0.088 0.488  -0.049
65 C 7.389 1.892 -0.952  -1.016
66 Cl 6.869 0.416 -0.121  0.538
67 Cl 8.609 1.556 -2.183  0.522
68 H 6.524 2.339 -1.427  0.012
69 H 7.810 2.569 -0.219  0.030
70 C 0.820 -5.018 5.400  -1.020
71 Cl 1.008 -5.558 3.727  0.506
72 Cl 2.362 -4.574 6.141  0.508
73 H 0.169 -4.152 5.410  0.022
74 H 0.385 -5.826 5.974  0.022
75 C -5.037 -4.258 -0.196  -1.051
76 Cl -5.580 -5.126 -1.638  0.500
77 Cl -3.417 -4.760 0.307  0.501
78 H -5.017 -3.200 -0.422  -0.062
79 H -5.729 -4.461 0.611  0.021
80 C 0.712 -1.978 -2.983  -1.036
81 Cl -1.032 -2.124 -2.758  0.558
82 Cl 1.262 -2.805 -4.450  0.509
83 H 0.959 -0.926 -3.061  0.018
84 H 1.207 -2.417 -2.128  0.008
85 C -7.859 3.765 -4.914  -0.987
86 Cl -7.795 2.005 -4.792  0.585
87 Cl -7.343 4.532 -3.403  0.505
88 H -7.196 4.081 -5.710  0.029
89 H -8.877 4.069 -5.125  0.024
90 C -9.318 -1.771 2.494  -1.004
91 Cl -8.869 -2.384 0.898  0.529
92 Cl -7.970 -0.941 3.283  0.516
93 H -10.135 -1.069 2.377  0.027
94 H -9.621 -2.605 3.113  0.025

Calculated values
- E_tot (hartree) = -11482.6568



Record 3
Density functional theory data (wB97M-V/def2-TZVPD) for a molecular structure, C26H37Cl2N3O6SbTc.

Each line ends with the Löwdin charge.
Positions of all 76 atoms, in Å:
1 Tc -0.911 0.246 -0.565  1.519
2 C -2.029 0.778 -4.679  0.011
3 C -2.187 0.640 -3.198  -0.386
4 O -1.113 0.393 -2.541  -0.187
5 C -3.452 0.778 -2.623  0.006
6 C -3.785 0.740 -1.269  -0.286
7 C -5.185 1.038 -0.844  -0.007
8 N -2.880 0.457 -0.318  -0.155
9 N -3.308 0.593 0.982  0.118
10 C -2.325 0.403 1.812  -0.387
11 O -1.119 0.090 1.386  -0.215
12 C -2.535 0.524 3.260  -0.151
13 C -1.430 0.621 4.102  -0.012
14 C -1.615 0.752 5.468  -0.062
15 C -2.899 0.777 5.993  -0.066
16 C -4.002 0.678 5.154  -0.064
17 C -3.824 0.555 3.788  -0.019
18 H -0.976 0.787 -4.945  0.088
19 H -2.506 1.694 -5.026  0.102
20 H -2.522 -0.057 -5.180  0.103
21 H -4.258 0.993 -3.309  0.122
22 H -5.829 1.159 -1.711  0.087
23 H -5.193 1.952 -0.250  0.103
24 H -5.567 0.248 -0.199  0.092
25 H -0.436 0.610 3.677  0.103
26 H -0.760 0.839 6.124  0.109
27 H -3.043 0.878 7.061  0.109
28 H -5.001 0.698 5.568  0.109
29 H -4.674 0.484 3.123  0.111
30 O 0.946 3.340 -1.064  -0.336
31 Cl -0.050 3.334 -0.041  0.693
32 O -0.744 4.555 0.060  -0.236
33 O -1.101 2.303 -0.442  -0.495
34 O 0.487 2.895 1.208  -0.330
35 Cl -3.972 -4.442 -1.278  0.749
36 C -2.394 -3.818 -1.009  -0.630
37 C -1.305 -4.658 -0.857  -0.041
38 C -0.065 -4.080 -0.649  -0.006
39 C 0.044 -2.705 -0.596  -0.116
40 N -1.016 -1.891 -0.733  -0.059
41 C -2.218 -2.448 -0.940  -0.117
42 H -1.430 -5.730 -0.903  0.126
43 H 0.820 -4.688 -0.528  0.126
44 H 1.003 -2.242 -0.443  0.045
45 H -3.061 -1.783 -1.051  0.103
46 C 4.873 0.953 -0.544  -0.123
47 C 3.572 1.751 -0.543  -0.516
48 C 3.635 2.864 0.494  -0.119
49 Sb 1.921 0.354 -0.422  1.577
50 C 2.276 -0.838 1.362  -0.556
51 C 3.319 -1.944 1.286  -0.121
52 C 2.567 0.121 2.516  -0.138
53 C 2.207 -0.753 -2.291  -0.561
54 C 3.154 -1.943 -2.377  -0.123
55 C 2.530 0.296 -3.356  -0.146
56 H 5.693 1.617 -0.827  0.093
57 H 4.875 0.116 -1.239  0.050
58 H 5.098 0.571 0.453  0.071
59 H 3.402 2.199 -1.522  0.075
60 H 3.753 2.480 1.505  0.067
61 H 2.767 3.514 0.470  0.048
62 H 4.516 3.473 0.274  0.093
63 H 1.291 -1.276 1.546  0.057
64 H 4.318 -1.541 1.118  0.072
65 H 3.122 -2.669 0.496  0.047
66 H 3.343 -2.490 2.232  0.089
67 H 3.584 0.509 2.455  0.067
68 H 2.480 -0.411 3.467  0.090
69 H 1.880 0.970 2.543  0.058
70 H 1.193 -1.114 -2.490  0.044
71 H 4.196 -1.655 -2.249  0.070
72 H 3.070 -2.399 -3.367  0.088
73 H 2.933 -2.721 -1.646  0.046
74 H 3.555 0.658 -3.257  0.074
75 H 1.859 1.158 -3.312  0.069
76 H 2.439 -0.143 -4.353  0.088

Calculated values
- E_tot (hartree) = -2869.5900
- multiplicity = 4
- total charge = +1